# C22H42Cl3ErN2O4Si

C22H42Cl3ErN2O4Si as an isolated structure at a distorted geometry (wB97M-V/def2-TZVPD, OMol25).

The geometry in ORCA input format:
```
! wB97M-V def2-TZVPD RIJCOSX def2/J DEFGRID3
* xyz 0 4
C 1.53143 -0.94276 -3.16752
C 1.05230 0.46885 -2.99967
H 1.37138 -1.26446 -4.20247
H 0.99977 -1.64460 -2.50389
H 2.60487 -1.01982 -2.92291
C 0.52774 1.22514 -3.97607
C 0.31504 0.80930 -5.38993
H 0.25197 2.25949 -3.75900
H 0.41381 -0.27387 -5.53965
H 1.01587 1.33641 -6.05631
H -0.70113 1.10388 -5.68824
Er 0.02913 -0.48115 1.16221
Cl 2.55287 -0.12952 1.39234
Cl -0.42386 -2.89192 0.80293
C 0.53995 2.71665 1.91626
O -0.24792 1.73368 1.96808
N 0.17478 3.97189 2.15961
C -1.18165 4.33165 2.57308
C 1.13238 5.06503 2.05481
H 1.60826 2.59004 1.66838
H -1.79925 3.43781 2.68020
H -1.62398 5.00364 1.82349
H -1.11043 4.85682 3.53508
H 2.09855 4.68756 1.70412
H 1.26998 5.52727 3.04268
H 0.77196 5.81105 1.33411
H -1.26134 -0.90079 -2.36492
H -2.42311 1.50723 -3.00373
C -2.20660 -1.08215 -1.83854
C -3.25359 1.08478 -2.41622
N -2.76021 0.18638 -1.38481
H -2.02681 -1.74257 -0.98981
C -2.70686 0.59540 -0.11458
O -2.26227 -0.09321 0.83595
H -3.81637 1.90907 -1.95723
H -3.07995 1.63000 0.02940
H -2.91851 -1.51536 -2.54480
H -3.90445 0.51024 -3.08297
O 0.22087 0.32460 -0.80910
C 1.12510 1.00137 -1.57728
C -0.21320 3.14509 -1.36199
C 1.02144 2.51571 -1.44514
H -1.10767 2.52556 -1.26145
C -0.28893 4.54044 -1.40578
H 2.12148 0.74085 -1.20807
C 2.19744 3.26170 -1.39651
H -1.26748 5.02983 -1.38352
C 0.88565 5.29795 -1.47457
C 2.13220 4.65486 -1.44825
H 3.14264 2.71627 -1.33773
H 0.82916 6.39336 -1.53864
H 3.05165 5.24633 -1.46884
Si 0.42462 -6.37462 0.39374
Cl 0.55511 -5.36012 -1.44340
C -1.42546 -6.40114 0.77249
C 1.72403 -5.60119 1.51998
C 0.84558 -8.19139 0.23916
H -1.92125 -5.42749 0.64324
H -1.62365 -6.76986 1.79056
H -1.90191 -7.11946 0.08354
H 0.13366 -8.72275 -0.40153
H 0.79106 -8.62684 1.24602
H 1.84960 -8.35686 -0.15848
H 1.64493 -4.50051 1.52849
H 2.73588 -5.86975 1.17366
H 1.66798 -5.95910 2.56039
C -0.30369 -0.32416 5.79579
C 0.41773 -0.27663 4.46708
O -0.23294 -1.07579 3.44615
H -1.34322 0.00886 5.70492
H 0.21523 0.36380 6.47055
H -0.30125 -1.34354 6.19298
H 0.43842 0.72704 4.04544
H 1.47407 -0.55805 4.54912
H -0.26862 -2.01150 3.71751
*
```

* <S²>: 3.75
* HOMO-LUMO gap (spin up / spin down): 0.3162 / 0.3163 Eh
* energy: -3959.403601 hartree

Atom charges from the Mulliken analysis, given in e for atoms 1 to 8: -1.46, 0.07, 0.38, 0.23, 0.29, 0.22, -1.55, 0.43